No. 1
{"formula": "C45H59N6O3P3SiV", "method": "ωB97M-V with the def2-TZVPD basis set", "s2": 2.013, "total_charge": 1, "multiplicity": 3, "gap_ev": [7.5990, 7.5185], "relative_energy_kcal_mol": 0.00, "symbols": ["V", "C", "P", "C", "C", "C", "C", "C", "C", "C", "C", "C", "C", "C", "C", "C", "C", "C", "C", "C", "P", "C", "C", "C", "C", "C", "C", "C", "C", "C", "C", "C", "C", "N", "H", "H", "H", "H", "H", "H", "H", "H", "H", "H", "H", "H", "H", "H", "H", "H", "H", "H", "H", "H", "H", "H", "H", "H", "H", "H", "C", "N", "C", "P", "O", "N", "C", "C", "N", "C", "C", "H", "H", "H", "H", "H", "H", "H", "H", "H", "H", "H", "H", "H", "H", "H", "H", "H", "H", "N", "C", "O", "C", "C", "C", "C", "N", "C", "H", "H", "H", "H", "H", "H", "C", "Si", "C", "C", "O", "H", "H", "H", "H", "H", "H", "H", "H", "H"], "xyz": [[0.805, -0.109, 0.228], [2.955, -0.744, -2.120], [1.300, 0.047, -2.255], [0.445, -0.733, -3.654], [1.099, -1.553, -4.569], [0.409, -2.080, -5.655], [-0.936, -1.788, -5.836], [-1.601, -0.982, -4.918], [-0.916, -0.470, -3.825], [1.745, 1.694, -2.981], [0.852, 2.397, -3.791], [1.195, 3.630, -4.332], [2.445, 4.180, -4.083], [3.344, 3.493, -3.281], [2.996, 2.266, -2.725], [3.552, -0.361, -0.782], [4.850, -0.328, -0.337], [4.808, -0.065, 1.070], [3.485, 0.043, 1.422], [2.817, 0.138, 2.779], [1.005, 0.476, 2.600], [0.755, 2.229, 3.055], [-0.482, 2.793, 2.724], [-0.774, 4.110, 3.045], [0.173, 4.889, 3.700], [1.398, 4.337, 4.045], [1.687, 3.013, 3.726], [0.193, -0.389, 3.994], [-0.563, 0.263, 4.971], [-1.215, -0.469, 5.959], [-1.117, -1.853, 5.988], [-0.357, -2.508, 5.027], [0.282, -1.781, 4.035], [2.706, -0.093, 0.284], [3.604, -0.488, -2.950], [2.779, -1.821, -2.140], [2.152, -1.778, -4.447], [0.929, -2.713, -6.366], [-1.469, -2.193, -6.688], [-2.654, -0.755, -5.056], [-1.441, 0.131, -3.090], [-0.125, 1.990, -4.020], [0.480, 4.159, -4.953], [2.715, 5.137, -4.515], [4.326, 3.912, -3.077], [3.717, 1.755, -2.097], [5.737, -0.486, -0.938], [5.658, -0.011, 1.740], [3.294, 0.876, 3.415], [2.893, -0.818, 3.299], [-1.223, 2.179, 2.219], [-1.739, 4.534, 2.786], [-0.049, 5.922, 3.946], [2.134, 4.935, 4.570], [2.649, 2.607, 4.015], [-0.646, 1.341, 4.978], [-1.793, 0.051, 6.716], [-1.627, -2.419, 6.759], [-0.263, -3.588, 5.047], [0.850, -2.299, 3.277], [-5.168, -0.874, -0.286], [-3.866, -0.218, -0.434], [-3.937, 1.093, -1.071], [-2.472, -1.085, -0.352], [-1.337, -0.098, -0.101], [-2.587, -2.132, 0.891], [-3.177, -3.462, 0.759], [-2.628, -1.585, 2.254], [-2.355, -1.955, -1.723], [-1.284, -2.938, -1.897], [-3.481, -2.151, -2.635], [-5.721, -0.877, -1.227], [-5.773, -0.348, 0.456], [-5.053, -1.906, 0.042], [-4.301, 1.028, -2.103], [-2.966, 1.569, -1.079], [-4.627, 1.732, -0.515], [-3.242, -3.755, -0.288], [-4.182, -3.494, 1.194], [-2.560, -4.200, 1.277], [-2.147, -0.611, 2.289], [-2.092, -2.247, 2.936], [-3.661, -1.482, 2.605], [-0.528, -2.817, -1.131], [-0.826, -2.803, -2.879], [-1.680, -3.962, -1.843], [-4.155, -1.296, -2.626], [-4.049, -3.059, -2.399], [-3.090, -2.248, -3.649], [-2.775, 4.162, -0.727], [-1.595, 4.632, -1.227], [-1.523, 5.525, -2.046], [-0.359, 3.979, -0.686], [0.748, 4.764, -0.411], [1.875, 4.150, 0.082], [1.879, 2.778, 0.252], [0.831, 1.996, -0.048], [-0.273, 2.617, -0.507], [-3.621, 4.630, -1.006], [-2.804, 3.539, 0.060], [0.706, 5.834, -0.593], [2.768, 4.715, 0.320], [2.767, 2.277, 0.615], [-1.097, 1.972, -0.769], [2.346, -4.023, -0.609], [1.560, -3.394, 0.957], [2.929, -3.473, 2.217], [0.265, -4.630, 1.501], [0.837, -1.937, 0.744], [2.658, -5.068, -0.460], [3.248, -3.441, -0.844], [1.669, -3.999, -1.476], [3.297, -4.509, 2.192], [2.619, -3.268, 3.249], [3.771, -2.815, 1.962], [0.757, -5.504, 1.953], [-0.342, -4.989, 0.657], [-0.416, -4.200, 2.249]], "forces_ev_per_angstrom": [[-1.81, -1.30, 0.03], [-0.05, 0.11, 0.45], [0.69, 0.12, -0.67], [-0.07, -0.06, 0.03], [0.01, 0.01, -0.09], [0.07, -0.04, 0.04], [-0.07, 0.00, 0.03], [0.14, 0.13, -0.17], [0.09, 0.22, -0.12], [0.01, 0.05, 0.06], [-0.04, 0.03, 0.07], [-0.01, -0.01, 0.01], [-0.04, -0.01, 0.00], [0.00, -0.06, 0.07], [-0.04, -0.05, -0.05], [-0.14, 0.04, 0.18], [0.03, 0.03, 0.01], [0.06, -0.05, 0.01], [-0.18, 0.07, -0.16], [-0.02, -0.08, -0.37], [0.29, 0.27, 0.90], [-0.13, -0.01, -0.07], [0.04, 0.01, 0.04], [0.01, -0.03, -0.02], [0.00, 0.03, 0.00], [0.00, -0.02, -0.02], [0.05, 0.06, 0.06], [-0.03, -0.09, 0.01], [0.04, -0.08, 0.00], [0.01, 0.06, -0.03], [-0.01, -0.02, 0.01], [0.04, 0.02, 0.05], [0.07, 0.02, 0.02], [1.27, 0.00, 0.02], [0.12, 0.08, -0.13], [-0.01, -0.09, -0.06], [-0.04, 0.02, -0.03], [-0.05, 0.05, 0.07], [0.04, 0.03, 0.05], [0.17, 0.05, -0.04], [0.05, 0.02, -0.08], [0.00, -0.05, 0.00], [0.06, -0.05, 0.06], [-0.02, -0.07, 0.04], [-0.11, -0.06, -0.03], [-0.03, 0.01, 0.00], [-0.10, -0.01, 0.08], [-0.13, 0.00, -0.11], [0.09, 0.06, 0.11], [-0.02, -0.08, 0.02], [0.00, 0.01, -0.03], [0.06, -0.04, 0.01], [0.03, -0.10, -0.01], [-0.03, -0.04, -0.04], [-0.07, 0.05, -0.02], [0.01, 0.01, -0.02], [0.05, -0.04, -0.08], [0.05, 0.05, -0.05], [-0.01, 0.04, -0.01], [-0.08, 0.05, 0.04], [0.14, 0.11, 0.18], [-0.41, 0.31, -0.14], [-0.16, -0.32, 0.05], [0.52, 0.74, 0.61], [-0.09, -0.47, -0.21], [-0.22, -0.19, 0.37], [0.13, 0.01, 0.07], [0.00, -0.25, -0.14], [-0.02, -0.48, -0.36], [-0.18, -0.13, -0.20], [0.09, -0.02, -0.02], [-0.01, 0.00, -0.06], [0.03, 0.02, 0.00], [0.01, 0.10, -0.03], [-0.01, 0.00, -0.01], [0.09, -0.05, -0.02], [-0.03, 0.00, 0.02], [-0.01, 0.04, 0.10], [0.02, 0.00, 0.01], [-0.02, 0.06, 0.00], [0.04, 0.02, -0.07], [-0.06, 0.03, -0.09], [-0.01, -0.01, -0.04], [0.14, 0.08, 0.18], [-0.02, -0.10, 0.09], [0.02, 0.10, 0.06], [0.08, -0.07, 0.02], [0.02, 0.05, 0.03], [-0.08, -0.15, 0.18], [0.15, 0.04, -0.15], [-0.07, 0.21, -0.07], [-0.07, -0.18, 0.20], [-0.15, 0.02, -0.08], [0.03, 0.30, -0.06], [0.23, 0.05, 0.06], [-0.03, -0.22, -0.07], [-0.32, 1.32, -0.11], [0.24, -0.19, 0.06], [-0.01, 0.02, -0.02], [0.04, 0.08, 0.04], [0.00, -0.12, 0.02], [-0.08, -0.05, 0.00], [0.00, -0.06, 0.01], [0.00, -0.10, 0.06], [0.12, -0.13, -0.35], [-0.35, 0.13, -0.26], [0.29, 0.17, 0.30], [-0.22, -0.22, 0.08], [-0.17, -0.02, -0.25], [-0.06, 0.24, -0.08], [-0.14, -0.14, 0.01], [0.15, 0.00, 0.15], [0.00, 0.19, 0.03], [0.15, -0.07, -0.18], [-0.15, -0.09, 0.06], [-0.17, 0.16, -0.11], [0.11, 0.09, 0.18], [0.13, -0.09, -0.11]]}

---

No. 2
{"formula": "C6H15NO", "method": "ωB97M-V with the def2-TZVPD basis set", "total_charge": 0, "multiplicity": 1, "gap_ev": 8.1592, "relative_energy_kcal_mol": 109.55, "symbols": ["C", "O", "H", "H", "H", "H", "C", "C", "C", "C", "C", "N", "H", "H", "H", "H", "H", "H", "H", "H", "H", "H", "H"], "xyz": [[0.597, -1.741, 1.486], [0.224, -2.854, 0.699], [-0.728, -2.975, 0.776], [0.375, -1.884, 2.549], [1.679, -1.653, 1.405], [0.814, -0.358, 0.159], [0.232, -0.574, -1.893], [-1.535, -0.039, 0.578], [-0.691, 2.323, 0.434], [0.471, 0.379, -0.720], [-0.714, 0.908, -0.050], [1.463, 1.372, -1.089], [1.838, 1.856, -0.282], [2.233, 0.943, -1.586], [-0.509, -1.330, -1.650], [-0.100, -0.005, -2.762], [1.157, -1.091, -2.154], [-2.343, 0.336, 1.197], [-0.565, -0.803, 1.228], [-1.879, -0.886, -0.014], [-0.412, 3.001, -0.375], [0.054, 2.459, 1.232], [-1.660, 2.617, 0.833]], "forces_ev_per_angstrom": [[-1.67, 0.38, 0.22], [-0.05, -0.34, -0.08], [0.13, -0.02, 0.00], [0.02, -0.14, 0.05], [-0.10, 0.39, -0.20], [-0.10, 0.93, -0.80], [0.03, 0.19, -0.02], [-0.65, 1.09, -1.35], [-0.02, 0.05, 0.03], [0.36, -0.99, 0.32], [-0.30, -0.72, 1.10], [-0.06, 0.12, -0.04], [0.01, -0.07, -0.06], [-0.03, 0.00, 0.06], [0.00, -0.02, 0.01], [-0.02, -0.01, -0.02], [-0.02, -0.01, 0.04], [0.11, 0.06, 0.21], [2.03, -0.55, 0.49], [0.32, -0.29, 0.07], [-0.01, -0.03, 0.02], [-0.02, -0.03, -0.05], [0.03, -0.01, 0.01]]}

---

No. 3
{"formula": "C3H5NO", "method": "ωB97M-V with the def2-TZVPD basis set", "total_charge": 0, "multiplicity": 1, "gap_ev": 10.7189, "relative_energy_kcal_mol": 65.65, "symbols": ["C", "C", "C", "H", "H", "H", "H", "H", "N", "O"], "xyz": [[0.033, -0.589, -1.034], [0.518, 0.728, -0.419], [-0.312, 0.385, 0.924], [1.685, 0.633, -0.327], [0.221, 1.444, -1.252], [-1.121, 1.019, 1.402], [0.427, 0.323, 1.853], [-0.958, -1.934, 0.834], [-0.355, -1.087, 0.298], [-0.137, -0.923, -2.278]], "forces_ev_per_angstrom": [[-1.99, -1.65, -2.90], [0.58, -0.45, -1.37], [3.87, -1.54, 0.86], [-2.31, 0.60, 0.11], [0.40, 0.02, 1.81], [0.05, -1.18, -1.77], [-1.25, 0.11, -1.97], [2.01, 2.90, -2.78], [-2.42, 0.23, 1.30], [1.06, 0.97, 6.70]]}